Molecular formula: C4H8NO3
Method: DFT, the ωB97M-V functional and the def2-TZVPD basis

XYZ file:
```
16
Properties=species:S:1:pos:R:3
C -0.614 -1.012 -0.361
C -1.205 0.231 0.143
C -1.262 1.479 -0.544
O -1.759 2.543 -0.094
N 0.854 -1.008 -0.048
C 1.562 -2.133 0.478
O 2.536 -1.818 1.197
O 1.154 -3.255 0.112
H -0.785 -1.044 -1.460
H -0.939 -1.956 0.073
H -0.257 1.135 0.140
H -1.913 0.166 0.974
H 1.529 3.036 0.452
H -1.226 1.372 -1.642
H 1.299 2.524 -0.033
H 1.025 -0.260 0.615
```

Output
total charge: -1
LUMO: 3.49 eV
relative energy (zero: lowest compared OMol25 entry of this formula, charge and spin): 115.1 kcal/mol
electronic energy: -11908.301 eV
multiplicity: 1
largest force on an atom: 5.32 eV/A